Entry a
The following is a quantum chemistry calculation of an isolated ion of composition C2H7NS and charge +1, from the OMol25 dataset.

Geometry as XYZ:
```
11
Properties=species:S:1:pos:R:3
C -1.3536 1.1870 -0.5634
S -1.1734 -0.4329 0.1171
H -0.6793 1.3467 -1.5620
H -2.3932 1.4254 -0.7069
H -0.9821 2.0493 -0.0041
C 0.6774 -0.3596 0.5767
N 1.2426 -1.6534 0.4372
H 0.9531 0.3924 -0.1556
H 0.6473 0.0832 1.5848
H 0.8112 -2.3969 -0.0610
H 2.2499 -1.6410 0.3372
```

## Properties
Molecular weight   77.15 g/mol
Multiplicity   2
HOMO-LUMO gap (spin up / spin down)   0.386 / 0.209 hartree
E_HOMO (spin up / spin down)   -14.38 / -14.30 eV
Total charge   +1

Per-atom Löwdin charges, elementary charge units: number 1, C, carries -0.37; number 2, S, carries 1.16; number 3, H, carries 0.15; number 4, H, carries 0.05; number 5, H, carries 0.08; number 6, C, carries -0.41; number 7, N, carries -0.02; number 8, H, carries 0.08; number 9, H, carries 0.11; number 10, H, carries 0.07; number 11, H, carries 0.11


Entry b
The following is a quantum chemistry calculation of a 2-piece molecular cluster, C2H7NS overall, from the OMol25 dataset.

Geometry as XYZ:
```
11
Properties=species:S:1:pos:R:3
S -4.1760 3.0633 -3.0593
H -2.9220 3.3428 -2.6717
C 0.7855 -1.5727 0.2076
C 2.2495 -0.9636 2.0742
N 1.1615 -0.9186 1.4886
H 0.8296 -0.8191 -0.5768
H 1.3335 -2.5023 0.0807
H -0.2778 -1.7815 0.3239
H 2.9100 -1.8393 2.0052
H 2.7827 -0.1575 2.5797
H -4.6766 4.1484 -2.4522
```

## Properties
Molecular weight   77.15 g/mol
Multiplicity   2
HOMO-LUMO gap (spin up / spin down)   0.204 / 0.095 hartree
E_HOMO (spin up / spin down)   -11.53 / -11.53 eV
Total charge   +1

Per-atom Löwdin charges, elementary charge units: number 1, S, carries 0.46; number 2, H, carries -0.24; number 3, C, carries 0.03; number 4, C, carries 0.15; number 5, N, carries 0.18; number 6, H, carries 0.12; number 7, H, carries 0.12; number 8, H, carries 0.10; number 9, H, carries 0.16; number 10, H, carries 0.15; number 11, H, carries -0.22


Most stable of them? entry a.